Entry 1:
C21H40Cl2F2NO19PdS2 as an isolated structure in a non-equilibrium geometry, computed with ωB97M-V/def2-TZVPD.

The orbital gap (alpha / beta) comes out at 9.48 / 2.96 eV. The spin multiplicity is 3. The net charge is +1. For the HOMO energy (alpha / beta), the calculation gives -0.45759 / -0.44132 hartree. For the energy, the calculation gives -4352.4140 Eh. For the LUMO energy (alpha / beta), the calculation gives -2.972 / -9.054 eV.

Each line ends with the Löwdin charge.
Positions of all 88 atoms, in Å:
Pd 3.4044 -1.8879 0.3174  0.779
Cl -3.7391 1.0979 3.8109  0.679
Cl -0.9534 3.1431 2.9400  0.776
S -0.0096 -1.3144 0.5799  0.498
S 1.0719 0.1757 -0.9070  0.532
F 0.1546 -2.7464 1.2853  -0.166
F 2.5251 0.5003 -1.4492  -0.168
O -4.3209 -5.1236 -3.2969  0.030
O 4.5429 0.1077 0.8360  0.052
O 6.2029 1.4372 0.2251  0.056
O 2.8500 3.7923 -3.3200  0.051
O 1.2894 -2.1391 4.2336  0.016
O -2.7723 -5.2677 -1.6817  0.131
O -3.2846 1.2320 0.2048  0.163
O 2.6258 -1.5787 2.4243  0.048
O 0.7783 4.3013 -3.8161  0.042
O -2.3861 1.4073 -1.8570  0.078
O -2.4006 -4.2340 -3.6546  0.014
O 1.7829 5.3753 -2.1359  0.163
O 2.0680 -0.1235 3.9254  0.046
O 0.8382 1.2913 -0.0397  -0.261
O -3.8269 -0.1283 -1.5107  0.134
O 4.3161 2.3516 0.8732  -0.010
O 0.3609 0.0197 -2.1419  -0.236
O -1.0608 -1.6776 -0.3257  -0.236
O -0.3441 -0.4922 1.7038  -0.265
N 1.4572 -1.2348 -0.0536  -0.353
C -1.3889 -3.3749 -3.1737  -0.046
C 6.6707 2.7563 -0.2060  -0.148
C 1.8207 4.5984 -3.0366  -0.602
C 3.2543 2.3564 1.7988  -0.035
C -4.2269 -1.6141 0.4446  -0.047
C 1.2491 0.3479 5.0029  -0.223
C 6.2041 2.8978 -1.6322  -0.062
C 1.2919 -3.5295 3.9615  -0.037
C -1.7125 2.6251 -1.4984  0.019
C 4.9777 1.2131 0.6111  -0.590
C 1.9919 -1.3469 3.4117  -0.584
C -5.6824 -4.7167 -1.3040  -0.059
C -5.3167 -5.7184 -2.4575  -0.162
C 1.2708 1.8440 5.0258  -0.076
C 1.1241 3.4141 -4.9057  -0.061
C -2.3570 0.7739 2.7210  -0.634
C -1.9593 2.0093 1.9780  -0.608
C 2.5546 2.9798 -4.4496  -0.095
C -3.1830 0.8534 -0.9721  -0.520
C -3.1226 -4.9096 -2.7699  -0.620
C -4.8272 -0.8036 -0.6876  -0.132
H -6.5927 -5.0791 -0.8228  0.077
H -0.8139 -3.8757 -2.3959  0.095
H -2.4638 3.3866 -1.2926  0.125
H 7.7587 2.7511 -0.2627  0.126
H 1.1627 3.9689 -5.8380  0.128
H -1.7292 -2.3704 -2.9209  0.085
H -5.4544 -1.4937 -1.2469  0.117
H -0.9878 2.7637 -2.2981  0.105
H 1.5891 -0.0675 5.9554  0.132
H 0.6554 2.2515 5.8215  0.092
H -4.9195 -4.6460 -0.5340  0.060
H 0.4337 -3.9885 4.4486  0.103
H -5.5616 -0.1114 -0.2719  0.134
H -0.6882 -3.1873 -3.9900  0.096
H 0.2344 -0.0565 4.9484  0.119
H 2.6291 1.4661 1.7991  0.068
H -2.8674 2.5573 1.7186  0.071
H -5.0389 -2.0630 1.0176  0.101
H 2.3337 2.0583 5.1615  0.089
H 5.1325 3.1266 -1.6542  0.069
H -4.8908 -6.6248 -2.0359  0.125
H 6.3376 2.0193 -2.2620  0.089
H 6.6230 3.7157 -2.2229  0.087
H 0.4502 2.5643 -4.9208  0.124
H 1.3386 -3.9150 2.9438  0.087
H -3.6138 -2.4344 0.0635  0.079
H 2.5681 1.9632 -4.0569  0.120
H 3.6543 2.4848 2.8077  0.105
H -1.0296 2.5615 -0.6471  0.067
H 6.3415 3.4302 0.5775  0.127
H 2.6217 3.1984 1.5198  0.105
H -1.5068 1.7847 1.0037  0.071
H 3.3144 3.1256 -5.2133  0.130
H -2.7335 -0.0003 2.0519  0.026
H 2.1582 -3.9774 4.4597  0.105
H 0.9339 2.1446 4.0343  -0.008
H -6.2152 -5.7999 -3.0569  0.122
H -3.5573 -1.1187 1.1518  0.045
H -5.9116 -3.7607 -1.7753  0.066
H -1.4982 0.3077 3.2028  0.066

Entry 2:
One molecule with the formula C22H32F3NO4 in a non-equilibrium geometry, computed with ωB97M-V/def2-TZVPD.

The orbital gap comes out at 9.58 eV. The SMILES is CCCCCCC[C@@H](OC)[C@](COC(F)(F)F)(N=C=O)OCCc1ccccc1C. The spin multiplicity is 1. For the HOMO energy, the calculation gives -0.33172 hartree. For the energy, the calculation gives -1512.8017 Eh. For the LUMO energy, the calculation gives 0.550 eV.

Each line ends with the Löwdin charge.
Positions of all 62 atoms, in Å:
F 5.0906 -1.0824 0.5692  0.166
F 4.7968 0.8003 -0.4453  0.177
F 5.9477 -0.7647 -1.4062  0.165
O -0.2836 0.5887 0.8144  -0.126
O 1.9082 0.9544 -0.8994  -0.046
O 2.5920 2.7265 1.6110  0.234
O 3.7919 -1.0315 -1.2522  0.075
N 2.4699 0.4042 1.2744  0.211
C -2.8754 -1.7078 3.6148  -0.231
C 1.3086 0.7509 -2.1682  -0.143
C -1.6854 0.5253 0.6362  -0.069
C -1.2519 2.1259 -5.8487  -0.088
C 2.4917 1.6073 1.4419  -0.306
C 1.8560 -0.0946 0.0247  -0.416
C -2.8157 -2.2343 5.0580  -0.259
C 0.4366 -0.5536 0.4085  -0.280
C 1.2582 4.0123 -2.8800  -0.025
C 4.8791 -0.5216 -0.6275  -0.698
C 0.1577 3.9335 -5.1439  -0.048
C -1.1905 -3.3029 2.5311  -0.198
C -0.3936 -2.8692 1.2956  -0.177
C -0.2405 2.1100 -3.6272  -0.187
C -0.0741 1.4050 -2.3145  -0.118
C -0.6484 3.3475 -6.1139  -0.086
C 2.6357 -1.3168 -0.4726  -0.074
C 0.3761 3.3421 -3.9036  -0.220
C -1.0420 1.5258 -4.6113  -0.040
C -2.6382 -2.7898 2.5672  -0.203
C -2.4876 -1.0814 6.0138  -0.111
C 0.4693 -1.6029 1.5440  -0.104
H -0.0281 -1.0172 -0.4644  0.142
H -1.2041 -4.3900 2.5506  0.105
H 1.2443 -0.3000 -2.4442  0.128
H 1.9769 1.2093 -2.8909  0.132
H -3.3079 -3.6271 2.7460  0.108
H -2.0093 1.2099 -0.1451  0.080
H -2.5519 -1.3977 7.0503  0.066
H -1.8914 1.6378 -6.5639  0.096
H 0.2569 -3.6787 0.9762  0.105
H -2.9196 -2.3982 1.5931  0.091
H -0.8136 3.8316 -7.0633  0.098
H -1.5283 0.5824 -4.4066  0.106
H -1.0744 -2.6859 0.4683  0.095
H -0.6667 -3.0004 3.4328  0.102
H 1.2506 5.0827 -3.0496  0.078
H -0.8323 0.6309 -2.2608  0.103
H 0.6208 4.8877 -5.3546  0.108
H -0.2213 2.0668 -1.4683  0.113
H 0.8827 3.8327 -1.8808  0.076
H -2.1769 0.8377 1.5506  0.089
H -2.0319 -0.4658 0.3606  0.082
H 2.8536 -1.9775 0.3551  0.128
H -2.1051 -0.9460 3.5288  0.093
H -3.2024 -0.2815 5.8533  0.071
H -2.0407 -2.9900 5.1290  0.096
H -1.4879 -0.7211 5.7998  0.069
H -3.8574 -1.2704 3.4523  0.112
H 1.4821 -1.8964 1.7898  0.104
H -3.7914 -2.6250 5.3306  0.105
H 1.9854 -1.8674 -1.1431  0.139
H 2.2738 3.6389 -2.9502  0.088
H 0.0765 -1.1180 2.4285  0.114